# 1
Formula: C39H61BBaI2N9S4Si
Source: the Open Molecules 2025 dataset
Level of theory: ωB97M-V/def2-TZVPD

Each line ends with the Mulliken charge.
CARTESIAN COORDINATES (ANGSTROEM)
Ba -0.08988 0.48707 -0.63337  3.39
I 1.20650 -4.52461 1.04292  -0.68
I 1.66302 -1.25756 1.10668  -0.41
S 2.22444 0.41976 -2.61455  -0.15
S -1.56342 -1.64627 1.18671  0.07
S -2.68714 0.63002 -1.77439  -0.06
S -0.02596 1.95501 1.86967  -0.42
Si 4.09633 -1.15057 2.98372  0.28
N -1.23455 2.66319 -0.50226  1.25
N 1.39830 2.44658 -0.82210  2.25
N -1.64008 -3.47741 3.08588  -0.01
N -1.89637 1.79613 -4.20064  0.70
N 3.56468 2.39496 -1.13939  0.47
N -2.40738 3.36593 1.20729  0.57
N -0.68842 -1.41463 3.64452  0.91
N -0.19066 1.61786 -2.74114  0.45
N -4.35437 -7.99863 -5.13987  -0.59
C -0.88640 -4.32727 4.01072  0.02
C -0.25142 -2.09924 -1.54475  -0.03
C -1.85554 -6.41353 -3.21145  -0.72
C -3.25001 3.31192 2.44289  1.58
C -0.41793 -0.08771 5.64512  -1.18
C -1.27800 2.68247 0.87623  0.14
C -4.12106 0.70875 -4.59324  -1.63
C -1.57311 -4.05609 -2.73326  0.26
C 3.23597 3.50143 -0.32865  -0.87
C -3.41320 4.73882 2.95919  -1.76
C -1.95320 -0.31599 -5.41114  -1.40
C -3.00715 -6.13686 -3.95296  0.62
C 5.25709 2.27221 -2.89881  -1.74
C -1.15722 -5.39414 -2.60022  -0.50
C -2.88312 1.78601 -6.45780  -2.01
C -2.64218 2.42969 3.52650  -2.49
C 0.27404 2.33469 -3.84340  -0.42
C -3.45533 -4.81792 -4.06215  -0.68
C -4.60568 2.70996 2.05641  -1.68
C -2.73070 0.97782 -5.17253  1.57
C -1.73654 -4.82047 5.17608  -1.37
C 5.11937 0.45181 -1.15281  -1.41
C -3.74312 -7.18414 -4.60109  0.06
C -2.74901 -3.79754 -3.45861  -0.15
C 3.09471 -2.21971 4.15208  -0.61
C -0.74125 2.46272 -4.69928  -1.36
C 5.02498 -2.26697 1.80755  -0.91
C 2.97998 0.14875 2.20351  -0.42
C -0.83318 -3.00995 -2.13007  -0.88
C -0.80377 -1.45060 5.09353  -0.36
C 5.92391 2.70544 -0.52392  -2.20
C -1.57540 1.29127 -2.95821  -0.42
C -2.27636 3.40948 -1.03347  -0.72
C -1.29887 -2.21863 2.73762  -0.58
C 5.39411 -0.15148 3.94014  -1.17
C 1.90353 3.52855 -0.13700  -1.21
C -2.98348 3.85816 0.01513  -1.43
C 2.41429 1.77498 -1.52892  -0.06
C 4.95909 1.95047 -1.43666  1.30
B -0.01401 2.73295 -1.54980  -3.89
H 4.94410 0.39672 4.77333  0.30
H -0.50670 -5.16318 3.42340  0.39
H -4.09114 4.74601 3.81376  0.43
H -5.19121 3.37503 1.42190  0.42
H -0.01613 3.87156 -1.93899  0.03
H -3.32682 2.76137 -6.24521  0.41
H -0.95613 -0.08179 -5.79134  0.31
H 2.35430 -1.62544 4.69698  -0.02
H 6.93470 2.36136 -0.73730  0.48
H 2.55031 -2.94417 3.53574  0.10
H 6.24524 1.89940 -3.17320  0.45
H 2.34188 0.67475 2.91250  0.51
H -3.86605 4.47116 0.01669  0.53
H -3.32903 2.42960 4.37535  0.65
H -4.81902 0.51982 -5.41234  0.49
H 5.86280 0.58713 3.28223  0.28
H -2.36842 3.59360 -2.08610  0.70
H -0.00791 -3.78556 4.34877  -0.21
H -4.47644 1.57009 -4.02966  0.29
H -1.07028 0.68895 5.24119  0.10
H -4.35870 -4.60844 -4.62115  0.41
H -1.67672 2.80631 3.85321  0.49
H -1.52098 -7.43908 -3.11671  0.44
H 6.18974 -0.78158 4.34827  0.32
H -0.39904 -0.53914 3.23161  -0.52
H -3.10988 -2.77861 -3.52288  0.60
H 5.89502 3.78357 -0.68802  0.46
H -2.44972 5.13901 3.27792  0.35
H -4.45746 1.76590 1.52945  0.34
H -0.77018 3.02770 -5.61250  0.49
H -2.46327 -0.96468 -6.12452  0.47
H -1.81813 -0.86060 -4.47335  0.18
H 5.22226 3.35085 -3.07007  0.37
H 4.58887 0.16649 -0.24353  0.04
H 3.44366 0.85779 1.51841  -0.16
H -3.53533 1.24673 -7.14258  0.48
H 3.72226 -2.76085 4.86332  0.46
H 6.18020 0.22470 -1.03337  0.57
H -0.28770 -5.59539 -1.98679  0.49
H -2.45535 -5.56897 4.83885  0.38
H 5.64983 -1.71552 1.10063  0.23
H -1.83328 -1.70191 5.36663  0.34
H 4.71813 -0.16088 -1.95300  0.38
H 4.29657 -2.85512 1.24297  0.31
H -0.49242 -0.07258 6.73253  0.45
H -5.18399 2.50661 2.95821  0.48
H 0.60939 0.15325 5.36308  0.24
H 5.70587 2.49979 0.52610  0.45
H 1.21671 2.84647 -3.81948  0.65
H -4.13049 -0.15797 -3.94073  0.22
H -1.10294 -5.28015 5.93783  0.37
H 1.23739 4.23869 0.31450  0.75
H -3.82429 5.39772 2.19261  0.38
H -0.14484 -2.20833 5.52139  0.34
H -1.92706 1.94063 -6.95624  0.47
H 4.51985 1.79378 -3.54305  0.32
H 5.65871 -2.95366 2.37344  0.41
H -2.51508 1.40636 3.17281  0.49
H -2.29073 -3.99987 5.63450  0.28
H -2.02291 -3.96868 2.29060  0.36
H 3.98804 4.16634 0.04921  0.52

Forces on atoms 1 to 6 (eV/Å):
Ba -0.2 -8.0 2.6
I 0.0 -0.9 0.0
I 2.1 -0.1 1.1
S 1.2 1.1 1.3
S -1.2 -0.4 0.1
S 0.3 0.0 -2.5

Computed properties:
ΔE to the lowest compared entry with this formula, charge and spin = 772.8 kJ/mol
total charge = -1

# 2
Formula: C39H63BNO20P
Source: the Open Molecules 2025 dataset
Level of theory: ωB97M-V/def2-TZVPD

Each line ends with the Mulliken charge.
CARTESIAN COORDINATES (ANGSTROEM)
P 0.51861 1.60999 2.07504  0.66
O -0.73042 -0.01313 -3.95011  -0.43
O 3.66854 4.01560 2.58971  -0.35
O 5.64927 -6.41386 -11.49725  -0.38
O -4.58547 -2.10757 8.03922  -0.33
O -0.33978 4.20864 -1.17445  -0.29
O 0.53832 6.15825 -0.42887  -0.61
O 1.11835 -6.77770 -1.63589  -0.36
O 3.54201 -5.72471 -11.02921  -0.59
O -3.78320 2.63135 -1.03049  -0.56
O 2.17757 -4.91150 -5.06879  -0.31
O 4.81733 2.79187 1.03900  -0.53
O 1.55785 -5.41948 0.12301  -0.60
O 1.52641 0.12011 -3.78237  -0.66
O -5.28089 4.15138 -0.26683  -0.41
O 3.11213 -5.86340 -6.89966  -0.61
O -2.61172 -2.50882 9.08896  -0.55
O -1.79933 7.11569 2.36985  -0.55
O -3.30505 8.63113 3.12300  -0.36
O 1.29361 0.00802 5.75711  -0.59
O -0.67599 0.40723 4.71135  -0.23
N 0.73272 0.28696 1.16678  -0.46
C 2.22082 4.08091 2.51245  -0.17
C -3.80656 -2.65000 9.01810  0.51
C -5.22501 5.29482 0.59606  -0.53
C 1.68881 -3.60565 -4.73373  -0.04
C -0.13642 5.95362 -2.73904  -0.49
C 4.52185 -6.35808 -10.73467  0.54
C 2.43461 -2.65734 -5.64143  -0.49
C -0.75431 3.69640 -2.44889  0.18
C 3.30338 -7.13975 -2.38824  -0.17
C 4.67290 -7.22989 -9.51792  0.13
C 6.57264 -7.33873 -10.91264  -0.41
C 6.17211 -7.43558 -9.45871  -0.56
C -1.12499 8.76815 3.99556  -0.40
C -5.96298 -2.38234 8.32231  -0.47
C -3.09744 4.28014 0.59789  0.67
C -1.79723 -0.41013 -3.07871  -0.10
C 2.70140 -4.88776 -6.32400  0.33
C -2.07580 8.04913 3.07789  0.47
C -2.05425 0.13485 4.99316  -0.58
C 4.20608 2.78259 2.14500  0.59
C 3.37023 -6.56359 -0.98959  -0.42
C -2.07046 9.54394 4.88872  -0.48
C 1.94135 -6.15675 -0.74767  0.52
C -1.16855 -1.36376 -2.08961  -0.54
C -4.03559 5.05631 1.49559  0.09
C 0.46103 -0.20427 -3.31960  0.65
C -0.75550 -0.88303 6.67743  -0.27
C 0.06111 5.50042 -1.31792  0.41
C 4.18390 1.39785 2.92749  -0.48
C 2.64556 -3.49342 -6.88612  -0.34
C 0.24123 -0.82540 -1.96754  0.25
C -4.05430 3.56592 -0.31794  0.49
C -3.25744 9.77608 3.98278  -0.47
C 0.09907 -0.13494 5.69046  0.30
C -2.04174 -1.06850 5.90637  -0.14
C 1.88806 -7.66193 -2.45966  -0.44
C -4.66004 -3.39953 10.00495  -0.44
C -1.09878 4.91397 -3.27382  -0.63
C -5.94984 -3.58692 9.23412  -0.49
B 1.51638 3.13889 1.38971  0.24
H 1.15144 -0.47397 1.73464  0.18
H 4.72045 1.41596 3.93799  0.29
H 0.60840 -3.58287 -4.90564  0.14
H -1.64328 10.46709 5.28359  0.32
H -0.52072 8.06284 4.56541  0.29
H -1.61319 3.03592 -2.31719  -0.10
H -2.58835 -0.88668 -3.66042  0.36
H -6.83460 -3.65553 9.86901  0.32
H -2.49314 1.01584 5.47149  0.27
H 1.49807 -7.64732 -3.47876  0.30
H -1.01020 4.74493 -4.34808  0.43
H 6.48331 -8.29699 -11.43340  0.24
H -3.60353 5.97528 1.88979  -0.21
H 3.43998 -6.33884 -3.12143  -0.04
H 0.31541 -0.04891 -1.20129  -0.31
H -0.90783 1.89727 2.12276  -0.21
H 6.63215 -6.61970 -8.89217  0.27
H 0.82418 5.92519 -3.25868  0.29
H -2.12788 5.22458 -3.06510  0.25
H 0.99500 1.36458 3.42135  -0.09
H -6.49637 -2.58062 7.39121  0.32
H 4.03705 -5.70314 -0.93994  0.28
H -0.56465 6.95510 -2.77549  0.32
H 0.07182 3.12228 -2.87941  0.26
H 1.88318 -3.39996 -3.67947  0.12
H -2.58778 -0.06398 4.06186  0.35
H -1.98331 -1.98483 5.31034  0.23
H -6.40241 -1.50266 8.80188  0.27
H 4.13937 -8.16892 -9.68353  0.26
H -1.70317 -1.41276 -1.13969  0.35
H -4.19064 9.85338 4.54312  0.31
H 0.96057 -1.62216 -1.77934  0.26
H -2.46232 4.94098 0.00434  -0.26
H 3.65636 -7.31679 -0.25162  0.26
H -4.20694 -4.35461 10.26906  0.29
H -6.15557 5.37472 1.16076  0.35
H 3.11956 0.99351 3.12208  -0.01
H -0.48950 9.42979 3.40239  0.27
H 1.89771 -1.72562 -5.82403  0.30
H -2.92577 -1.13585 6.54074  0.03
H -2.49338 3.57188 1.16443  -0.26
H -0.89978 -0.26445 7.56619  0.26
H 1.53479 3.30982 0.22406  -0.14
H 1.70575 3.92490 3.53898  0.21
H 3.40401 -2.40656 -5.19980  0.27
H 1.80024 -3.42048 -7.57445  0.27
H -1.14069 -2.37331 -2.51333  0.21
H -5.89099 -4.50280 8.63782  0.27
H -2.20304 0.48331 -2.59458  -0.05
H -3.14038 10.67130 3.36499  0.27
H 6.46791 -8.37698 -8.99245  0.35
H -0.30488 -1.83877 6.94227  0.35
H -5.10704 6.19113 -0.02030  0.27
H -4.80301 -2.78085 10.89397  0.26
H -4.33219 4.43134 2.34475  0.32
H 7.59125 -6.96541 -11.03240  0.34
H 4.05524 -7.90630 -2.58330  0.37
H 1.79844 -8.67698 -2.06068  0.30
H -2.36807 8.92022 5.73754  0.27
H 1.95855 5.17283 2.22601  0.16
H 4.30079 -6.72694 -8.62492  -0.13
H 4.67460 0.60209 2.25116  0.27
H 3.57634 -3.23611 -7.39094  0.31

Forces on atoms 1 to 6 (eV/Å):
P 0.0 -1.9 -0.5
O 0.5 0.1 -0.2
O -0.1 -2.0 -0.1
O -0.3 0.2 0.0
O 0.4 -0.1 0.2
O 0.1 0.5 0.2

Computed properties:
total charge = 0

Number 1: orbital gap 0.18485 Ha, LUMO level 1.459 eV, HOMO level -3.57 eV. Number 2: orbital gap 0.27405 Ha, LUMO level -0.464 eV, HOMO level -7.92 eV.